Computed, not measured: a molecular structure, C35H58HgN3OP2, with ωB97M-V/def2-TZVPD.

The value obtained for the HOMO energy is -9.20 eV. The value obtained for the total energy is -66500.864 eV. Its energy above the lowest of the compared OMol25 structures with the same formula, charge and spin is 0.000 eV. Its total charge is +1. For the orbital gap, the calculation gives 0.2561 hartree.

Each line ends with the Löwdin charge.
Element x y z (Å)
C  1.47574  2.43057  1.47799  -0.34
C  0.90048  2.55393  -0.78550  -0.35
C  2.12996  3.66471  1.42314  -0.03
C  1.61741  3.74807  -0.93368  -0.02
C  2.21666  4.31370  0.19508  -0.03
H  2.57514  4.05225  2.33724  0.12
H  1.66147  4.22197  -1.91683  0.12
H  2.75616  5.25202  0.10836  0.12
N  0.79430  1.98348  0.42843  0.03
P  1.33463  -0.26558  2.33249  1.05
P  -1.42240  1.06979  -1.49883  1.08
C  1.51505  1.53420  2.72177  -0.25
H  2.44653  1.72805  3.28529  0.10
H  0.68206  1.80637  3.39447  0.09
C  0.21640  1.84110  -1.90989  -0.29
H  0.18964  2.42783  -2.83200  0.07
C  -1.95277  0.01313  -2.99985  -0.65
C  -2.59361  2.54640  -1.27868  -0.66
C  3.04981  -0.82415  1.77152  -0.67
C  0.78313  -1.09460  3.92718  -0.69
C  -1.56835  -1.45469  -2.73471  -0.11
H  -2.02202  -1.82873  -1.80817  0.05
H  -1.92940  -2.06602  -3.57746  0.09
H  -0.48471  -1.59374  -2.65319  0.04
C  -3.47079  0.03368  -3.23073  -0.10
H  -4.02557  -0.30740  -2.34685  0.08
H  -3.84182  1.01446  -3.55005  0.06
H  -3.69448  -0.67214  -4.04655  0.10
C  -1.23924  0.50229  -4.26129  -0.08
H  -1.62071  -0.07509  -5.11811  0.10
H  -1.42874  1.56378  -4.47151  0.08
H  -0.15730  0.33101  -4.20107  0.05
C  -3.98083  2.04862  -0.81781  -0.10
H  -3.90493  1.27525  -0.04046  0.03
H  -4.53095  2.89736  -0.38215  0.10
H  -4.58490  1.66467  -1.64747  0.06
C  -2.03002  3.46375  -0.17512  -0.10
H  -1.80785  2.89706  0.74287  0.02
H  -1.12842  3.99478  -0.50533  0.08
H  -2.79385  4.22129  0.07001  0.10
C  -2.69926  3.34397  -2.58765  -0.08
H  -1.74924  3.41082  -3.13641  0.07
H  -3.46716  2.94830  -3.26589  0.07
H  -2.99431  4.37612  -2.33633  0.09
C  0.88519  -2.62136  3.77575  -0.08
H  0.48149  -3.08057  4.69223  0.10
H  0.28282  -2.98344  2.92821  0.06
H  1.91676  -2.97822  3.65641  0.07
C  -0.69468  -0.75856  4.18900  -0.11
H  -0.87603  0.32098  4.26156  0.07
H  -1.35398  -1.19241  3.42612  0.06
H  -0.97579  -1.20414  5.15736  0.10
C  1.61196  -0.60535  5.12648  -0.08
H  1.65165  0.48998  5.18837  0.08
H  1.12672  -0.97151  6.04297  0.09
H  2.63500  -0.99589  5.12206  0.07
C  3.65935  0.24467  0.85236  -0.09
H  3.86835  1.18712  1.37635  0.09
H  4.61483  -0.13632  0.45516  0.10
H  2.99957  0.44295  -0.00401  0.04
C  2.91133  -2.11784  0.95361  -0.10
H  2.38219  -1.93708  0.00225  0.04
H  3.92694  -2.48394  0.71756  0.10
H  2.38614  -2.91400  1.50373  0.06
C  4.00146  -1.05471  2.95382  -0.09
H  4.08627  -0.17343  3.60455  0.08
H  3.72698  -1.93189  3.55345  0.07
H  5.00367  -1.25319  2.54196  0.10
Hg  -0.25330  -0.28398  0.42534  0.84
C  -2.35374  0.98554  1.73468  -0.05
O  -3.09426  0.76994  2.58099  0.09
N  1.18916  -0.57395  -1.49237  0.01
C  1.37264  0.36094  -2.25127  -0.34
C  2.45677  0.55449  -3.36635  -0.56
C  2.21139  1.76658  -4.24217  -0.06
C  3.78428  0.75985  -2.64778  -0.06
C  2.51026  -0.73561  -4.20087  -0.04
H  1.25904  1.71019  -4.77611  0.07
H  2.24185  2.68785  -3.65048  0.07
H  3.00762  1.83188  -4.99570  0.10
H  4.00953  -0.10490  -2.01073  0.08
H  4.59628  0.87250  -3.37832  0.10
H  3.75520  1.66085  -2.02036  0.08
H  2.73025  -0.51137  -5.25246  0.09
H  3.29601  -1.39920  -3.82047  0.09
H  1.56680  -1.29497  -4.16080  0.07
C  -4.22212  -5.39043  2.47152  -0.04
C  -3.40537  -4.32170  1.80548  -0.25
C  -3.96494  -3.08079  1.48956  0.00
C  -3.16447  -2.09851  0.91201  -0.15
N  -1.85535  -2.28275  0.67412  -0.03
C  -1.32509  -3.49873  0.91239  -0.14
C  -2.06405  -4.53497  1.47462  -0.01
H  -4.61087  -5.05334  3.44029  0.09
H  -5.08467  -5.67831  1.85838  0.09
H  -3.61090  -6.27967  2.64100  0.08
H  -5.01393  -2.86189  1.68679  0.13
H  -3.58029  -1.12687  0.62472  0.09
H  -0.27798  -3.63768  0.63036  0.11
H  -1.58488  -5.49551  1.66045  0.12

***

Computed, not measured: 4 unconnected molecules or ions with the total composition C35H59N2O6, with ωB97M-V/def2-TZVPD.

The value obtained for the HOMO energy is -11.23 eV. The value obtained for the total energy is -52507.149 eV. Its total charge is +1. For the orbital gap, the calculation gives 0.2582 hartree.

Each line ends with the Löwdin charge.
Element x y z (Å)
C  -0.18425  5.61338  -2.48184  0.16
C  -0.86258  5.34931  -1.53025  -0.10
C  -1.70010  5.25490  -0.32393  -0.12
C  -2.14247  3.82533  -0.14378  -0.04
C  -1.47432  2.95389  0.73015  -0.09
C  -0.26544  3.31385  1.55190  -0.09
C  0.80920  2.17533  1.48632  -0.15
C  2.20038  2.66056  1.00129  -0.13
C  3.32274  1.88612  1.69948  -0.16
O  3.75611  0.82513  0.82011  -0.04
C  4.41062  -0.14311  1.53922  -0.52
C  3.69100  -1.46426  1.65746  0.03
O  5.47165  0.05815  2.05072  0.13
C  -2.00424  1.66827  0.78533  0.03
N  -3.05580  1.27534  0.11134  0.10
N  -3.71336  2.05431  -0.73302  0.17
C  -3.24950  3.27120  -0.86259  -0.17
C  -4.01404  4.14398  -1.85044  -0.05
C  -4.55248  3.40727  -3.09591  -0.38
C  -5.81995  4.11623  -3.60005  -0.02
O  -3.65311  3.44505  -4.18705  -0.12
C  -2.59043  2.52106  -4.10792  -0.15
C  -1.37199  3.07803  -4.82857  -0.19
C  -1.34921  4.39026  -5.28791  -0.06
C  -0.22917  4.90920  -5.93065  -0.10
C  0.89401  4.11634  -6.14327  -0.08
C  0.86897  2.80119  -5.69709  -0.08
C  -0.24493  2.29265  -5.04621  -0.05
H  0.32708  5.90147  -3.37051  0.04
H  -1.10004  5.52975  0.53930  0.12
H  -2.55089  5.93170  -0.38662  0.14
H  0.19890  4.21554  1.16198  0.10
H  -0.55838  3.51653  2.58245  0.14
H  0.88056  1.75178  2.48706  0.12
H  0.49030  1.40770  0.78342  0.08
H  2.26673  2.43478  -0.06407  0.12
H  2.32626  3.73629  1.11629  0.11
H  2.97255  1.44030  2.63332  0.12
H  4.16550  2.54428  1.91641  0.13
H  2.63965  -1.26140  1.87576  0.08
H  3.72475  -1.98328  0.69710  0.09
H  4.14643  -2.07525  2.42756  0.09
H  -1.52921  0.92071  1.41240  0.15
H  -3.38975  0.32356  0.21257  0.18
H  -4.85534  4.60278  -1.32778  0.14
H  -3.38536  4.95773  -2.21316  0.12
H  -4.84130  2.37471  -2.88530  0.14
H  -6.50826  4.34272  -2.78848  0.08
H  -6.30067  3.47403  -4.33692  0.09
H  -5.54577  5.03576  -4.12024  0.09
H  -2.84726  1.58920  -4.62942  0.14
H  -2.34078  2.25900  -3.07506  0.11
H  -2.18985  5.05431  -5.14504  0.11
H  -0.25003  5.94076  -6.26094  0.11
H  1.74247  4.54689  -6.65738  0.10
H  1.73942  2.18293  -5.87782  0.10
H  -0.20301  1.26139  -4.70952  0.11
C  -1.54123  -3.79744  0.45479  -0.07
C  -2.01008  -2.35828  0.38106  -0.28
O  -0.99630  -1.40202  0.67883  -0.19
C  0.13222  -1.40989  -0.18739  -0.27
C  -0.20430  -1.09254  -1.63489  -0.06
H  -1.06075  -3.99534  1.41326  0.09
H  -2.38162  -4.47923  0.33707  0.08
H  -0.82245  -4.02941  -0.33135  0.07
H  -2.79072  -2.19564  1.12864  0.12
H  -2.45725  -2.14818  -0.59932  0.11
H  0.66302  -2.36297  -0.11215  0.11
H  0.80914  -0.64650  0.19918  0.09
H  -0.80454  -1.87824  -2.09534  0.07
H  0.71023  -0.98909  -2.21855  0.09
H  -0.76941  -0.15819  -1.70462  0.06
C  -1.91580  -9.09050  0.95310  -0.08
C  -2.32255  -8.06044  -0.08628  -0.28
O  -1.34285  -7.06103  -0.31670  -0.18
C  -0.09574  -7.52033  -0.80842  -0.28
C  -0.18427  -8.21839  -2.15467  -0.08
H  -1.60230  -8.60050  1.87586  0.08
H  -2.75343  -9.75233  1.17337  0.08
H  -1.08724  -9.71042  0.60766  0.07
H  -3.20586  -7.52478  0.26410  0.12
H  -2.60173  -8.54705  -1.02677  0.11
H  0.39306  -8.16562  -0.07056  0.11
H  0.52575  -6.62850  -0.90438  0.11
H  -0.72089  -9.16555  -2.08658  0.07
H  0.81532  -8.43107  -2.53412  0.08
H  -0.70771  -7.59072  -2.87740  0.08
C  3.51792  -1.20260  7.47105  -0.08
C  3.55528  -1.12727  5.95464  -0.29
O  3.66456  0.19152  5.44788  -0.18
C  4.83831  0.90007  5.82579  -0.27
C  6.12565  0.24719  5.35374  -0.07
H  2.74412  -0.54436  7.86820  0.08
H  3.31001  -2.22370  7.79158  0.08
H  4.46853  -0.90414  7.91472  0.07
H  2.61870  -1.51663  5.55134  0.11
H  4.35754  -1.75821  5.55574  0.11
H  4.85645  1.06349  6.90864  0.11
H  4.74204  1.88375  5.36407  0.11
H  6.31260  -0.70239  5.85872  0.07
H  6.97617  0.89995  5.55118  0.08
H  6.07044  0.04790  4.28514  0.05

***

HOMO energy of number 2 (C35H59N2O6)?
-11.23 eV

***

Number 1 is which compound?
C35H58HgN3OP2

***

Which of these has the lowest orbital gap?
C35H58HgN3OP2